C4H9NO | ωB97M-V with the def2-TZVPD basis set

Geometry as ORCA input:
```
! RIJCOSX wB97M-V def2-TZVPD def2/J DEFGRID3
* xyz 0 1
C -2.6156 -0.2684 -0.1946
C -1.2198 -0.2564 -0.7473
N -0.2719 -0.1030 0.3602
C 1.0028 0.2648 0.4082
C 1.8396 0.0198 -0.8693
O 1.6937 0.4811 1.4007
H -3.2437 -0.4974 -1.0592
H -2.7605 -1.1056 0.4934
H -3.0225 0.6987 0.1473
H -1.1112 0.5376 -1.4847
H -0.8867 -1.0974 -1.3322
H -0.7562 0.0954 1.2238
H 1.2227 0.2164 -1.8275
H 2.2285 -1.0118 -0.8389
H 2.8077 0.5179 -0.7030
*
```

Values from the calculation:
Orbital gap, eV: 10.180
Calculated total energy, Eh: -287.79346
Relative energy (zero: lowest compared OMol25 entry of this formula, charge and spin), kJ/mol: 102.4
SMILES string: CCNC(C)=O
LUMO, eV: 0.81